(1)
DFT (the ωB97M-V functional and the def2-TZVPD basis) results for one molecule with the formula C9H12N2OS at a distorted geometry.

Summary:
SMILES: C[C@@]12CC[C@H](O)C=C1S[C@H](C#N)N2
E_HOMO (eV): -8.7
Calculated total energy (a.u.): -933.00424
Frontier orbital gap (eV): 9.207
Charge: 0
Energy above the lowest of the compared OMol25 structures with the same formula, charge and spin (kJ/mol): 233.6
2S+1: 1
Lowest unoccupied orbital energy (eV): 0.501

```
25
C9H12N2OS | the Open Molecules 2025 dataset | the ωB97M-V functional and the def2-TZVPD basis
C -0.21820 -0.79290 1.83726
C 0.08342 -0.55787 0.35935
C -1.23275 -0.30448 -0.36678
C -1.89139 0.96474 0.06611
C -0.98210 2.09551 -0.26847
O -1.08452 2.57608 -1.60188
C 0.45973 1.83505 -0.04098
C 1.03726 0.65349 0.19781
S 2.75373 0.17260 -0.10374
C 2.13317 -1.67345 -0.00893
C 2.60882 -2.28660 -1.16054
N 2.88421 -2.75562 -2.20058
N 0.70519 -1.65285 -0.22086
H -0.35998 0.16113 2.40640
H 0.57364 -1.35441 2.28739
H -1.12700 -1.36107 2.07461
H -1.92322 -1.11920 -0.08028
H -1.29149 -0.32583 -1.47200
H -2.91770 1.19783 -0.43440
H -2.28023 0.87684 1.14612
H -1.19721 3.02891 0.29396
H -0.75581 1.77854 -2.21775
H 1.11002 2.72913 -0.23566
H 2.54606 -2.00674 0.90362
H 0.36636 -1.87883 -1.15977
```

***

(2)
DFT (the ωB97M-V functional and the def2-TZVPD basis) results for C40H46FeN3O6 as an isolated structure at a distorted geometry.

Summary:
E_HOMO (alpha / beta) (eV): -3.0 / -5.3
Calculated total energy (a.u.): -3431.26649
Frontier orbital gap (alpha / beta) (eV): 5.203 / 7.511
Charge: -1
Energy above the lowest of the compared OMol25 structures with the same formula, charge and spin (kJ/mol): 50.8
2S+1: 5
Lowest unoccupied orbital energy (alpha / beta) (eV): 2.231 / 2.183
<S²>: 6.354

```
96
C40H46FeN3O6 | the Open Molecules 2025 dataset | the ωB97M-V functional and the def2-TZVPD basis
Fe -0.49266 -0.08604 -0.44124
C -0.81616 -0.00234 -4.11514
C -0.04496 -1.18324 -3.52234
C -0.28266 -2.45124 -4.34274
C 1.42534 -0.84554 -3.44434
C 2.11394 -0.54694 -4.60954
C 3.46304 -0.25134 -4.58054
C 4.10924 -0.18234 -3.36284
C 3.45634 -0.44364 -2.16244
C 4.27814 -0.22754 -0.90254
C 3.53794 0.53686 0.19326
C 4.89574 -1.51964 -0.34654
C 2.10264 -0.83284 -2.21384
N 1.41574 -1.25004 -1.06224
C 1.83074 -2.34084 -0.51084
C 1.45814 -2.90454 0.74056
C 2.22084 -4.00834 1.16936
C 2.02164 -4.62654 2.37386
C 1.01044 -4.14814 3.21486
C 0.23414 -3.09324 2.83536
C 0.40324 -2.42534 1.58686
N -0.39046 -1.42384 1.23456
C -1.52636 -1.10504 1.98576
C -1.50406 -0.02214 2.88566
C -2.64776 0.29256 3.59806
C -3.81036 -0.43434 3.43366
C -3.83126 -1.50074 2.55246
C -2.70836 -1.85584 1.82346
C -2.74256 -3.04744 0.88996
C -2.87936 -4.34094 1.70466
C -3.85206 -2.92664 -0.15714
C -0.24736 0.79466 3.06236
C 0.27484 0.68686 4.49726
C -0.49256 2.25266 2.67486
H -1.88376 -0.17244 -4.01314
H -0.57756 0.13856 -5.16744
H -0.56986 0.90816 -3.57274
H -0.42476 -1.35414 -2.50124
H 0.08354 -2.32504 -5.35964
H -1.34666 -2.66954 -4.38394
H 0.22704 -3.30184 -3.89604
H 1.59444 -0.56644 -5.55564
H 4.00274 -0.05704 -5.49724
H 5.16084 0.07386 -3.34124
H 5.11994 0.40356 -1.21604
H 2.64764 0.00976 0.52346
H 3.22604 1.51136 -0.17174
H 4.20304 0.67316 1.04496
H 4.19574 -2.03764 0.30106
H 5.77954 -1.27804 0.24206
H 5.19684 -2.18644 -1.15364
H 2.59994 -2.91344 -1.04584
H 3.01454 -4.36114 0.52376
H 2.63744 -5.46114 2.67406
H 0.84134 -4.62784 4.16846
H -0.53566 -2.71574 3.49236
H -2.63036 1.11596 4.29426
H -4.70406 -0.16304 3.97536
H -4.74376 -2.06954 2.44396
H -1.78996 -3.08644 0.35106
H -3.78686 -4.32434 2.30766
H -2.02206 -4.45924 2.36726
H -2.92156 -5.20944 1.04676
H -4.82066 -2.74224 0.30036
H -3.91926 -3.85074 -0.72834
H -3.61976 -2.10894 -0.83464
H 0.51394 0.39586 2.38116
H -0.44016 1.10606 5.20276
H 1.21264 1.22866 4.60036
H 0.44934 -0.35474 4.76026
H -1.17776 2.73626 3.36596
H -0.92706 2.29816 1.68156
H 0.44394 2.80436 2.66686
C -4.26026 1.05226 0.27406
O -2.85846 1.19486 0.49066
C -2.08326 1.09526 -0.64304
O -2.25916 0.17826 -1.47284
H -4.74886 1.92866 0.70366
H -4.61836 0.14656 0.76506
H -4.46816 0.99606 -0.79524
O -1.73656 2.38656 -1.07334
C -0.43616 2.76376 -0.86454
O 0.40914 1.87266 -0.60584
C -0.15186 4.15066 -0.90594
C -1.14866 5.15256 -1.01864
C -0.81686 6.47056 -0.90744
C 0.52364 6.85806 -0.69394
C 1.53144 5.86966 -0.64664
C 1.19774 4.55506 -0.74384
N 0.86104 8.19106 -0.53314
O 2.05664 8.48876 -0.34994
O -0.03906 9.05226 -0.57514
H -2.17306 4.85066 -1.17494
H -1.56436 7.24706 -0.96704
H 2.55564 6.18476 -0.52174
H 1.93534 3.76946 -0.69974
```

***

(3)
DFT (the ωB97M-V functional and the def2-TZVPD basis) results for an isolated ion of composition C9H9N4 and charge +1 at a distorted geometry.

Summary:
SMILES: C1=C/C=C\[N@H+]2CN=N/C2=C\C=N/C=1
E_HOMO (eV): -12.6
Calculated total energy (a.u.): -566.86986
Frontier orbital gap (eV): 7.653
Charge: +1
Energy above the lowest of the compared OMol25 structures with the same formula, charge and spin (kJ/mol): 507.3
2S+1: 1
Lowest unoccupied orbital energy (eV): -4.914

```
22
C9H9N4 | the Open Molecules 2025 dataset | the ωB97M-V functional and the def2-TZVPD basis
C 1.65414 1.33424 -0.18428
C 0.58448 1.78577 -0.92058
C -0.85332 1.71279 -0.61352
C -1.68055 1.00586 0.13544
N -1.52032 -0.37114 0.76343
C -2.38372 -1.32317 0.00593
N -1.56362 -1.91200 -1.01321
N -0.35230 -1.75170 -0.79207
C -0.17829 -1.03093 0.31898
C 1.03350 -0.70987 0.86297
C 2.37287 -1.17310 0.37188
N 3.22965 -0.34441 -0.03708
C 2.91568 0.96904 0.01533
H 0.79461 2.23232 -1.79959
H -1.36568 2.41982 -1.24368
H -2.78895 1.20784 0.09278
H -1.53269 -0.40924 1.74687
H -3.14805 -0.63221 -0.54472
H -2.80465 -2.20900 0.65526
H 1.10451 -0.21350 1.77041
H 2.72796 -2.26948 0.16993
H 3.75475 1.68204 0.23953
```

***

(4)
DFT (the ωB97M-V functional and the def2-TZVPD basis) results for C19H32N2S as an isolated structure at a distorted geometry.

Summary:
E_HOMO (eV): -8.0
Calculated total energy (a.u.): -1250.25112
Frontier orbital gap (eV): 8.587
Charge: 0
Energy above the lowest of the compared OMol25 structures with the same formula, charge and spin (kJ/mol): 1827.4
2S+1: 1
Lowest unoccupied orbital energy (eV): 0.573

```
54
C19H32N2S | the Open Molecules 2025 dataset | the ωB97M-V functional and the def2-TZVPD basis
C -3.21862 -3.22977 -1.20145
C -4.29679 -2.37103 -0.86980
C -3.87964 -0.86073 -0.46714
C -3.23564 -0.96954 0.86527
H -3.91211 -1.49973 1.53110
H -2.47548 -1.67833 0.88176
C -2.89656 0.33392 1.47167
N -2.03682 1.11628 0.14320
C -2.71602 2.16347 -0.38756
S -2.09228 3.01711 -1.55178
N -3.91638 2.49995 0.35215
H -4.46968 3.25974 0.13845
C -3.92804 1.29242 1.40198
H -4.90584 1.07563 1.61196
H -3.80992 2.04733 2.30127
C -0.84312 0.53384 -0.10078
H -0.89348 -0.60245 -0.57668
H -0.51307 1.17456 -0.96188
C 0.40618 0.64861 0.79934
H 0.20159 1.51830 1.55114
H 0.04810 -0.29048 1.45725
C 1.62562 0.49712 0.49983
C 1.87797 -0.66766 -0.56177
C 3.27398 -0.87047 -0.89851
C 3.76564 0.52843 -2.03086
C 3.73186 1.56224 -0.83806
C 2.20833 1.49565 -0.36969
H 1.60030 2.04236 -1.26405
H 2.02874 2.49439 0.42406
C 4.58625 1.26799 0.45233
C 4.12855 0.13860 1.04259
C 4.20779 -1.18242 0.01063
H 5.30692 -1.22921 -0.16758
H 3.92452 -2.20626 0.62420
C 2.63320 0.09839 1.55216
H 2.40237 -0.54231 2.11000
H 2.60294 1.00519 2.07671
H 4.75509 -0.12055 2.23402
H 5.57422 1.26349 0.07532
H 4.36848 2.28361 1.16113
H 4.03387 2.38185 -1.18020
H 2.99701 0.59810 -2.42477
H 4.70203 0.21880 -2.10433
H 3.37010 -1.91128 -1.73341
H 1.45563 -1.64011 -0.19462
H 1.40815 -0.69251 -1.50609
H -2.12084 0.25274 2.25845
H -4.80294 -0.48022 -0.32054
H -3.38440 -0.42150 -1.32260
H -5.11762 -2.77996 0.00265
H -5.11310 -2.23113 -1.75752
H -2.68552 -2.70507 -2.13680
H -3.43332 -4.13170 -1.74768
H -2.52819 -3.49568 -0.35445
```